<A>
A 2-piece molecular cluster, C4H11S overall. Source: the OMol25 dataset; level of theory: ωB97M-V/def2-TZVPD.

Summary:
Charge   -1
E_HOMO   -1.937 eV
Frontier orbital gap   0.1834 Eh

Element x y z (Å)
1 C -4.4679 0.6059 -2.5452
2 S -4.4586 1.9800 -1.2676
3 H -5.3131 -0.0651 -2.6470
4 H -4.3853 1.1537 -3.5307
5 H -3.5077 0.0184 -2.4593
6 C 3.2840 -0.6126 1.0173
7 C 1.8152 -0.9346 1.2969
8 C 0.9544 0.3454 1.1732
9 H 3.3107 -0.3928 -0.0825
10 H 3.7913 -1.5365 1.1624
11 H 3.5774 0.2212 1.6605
12 H 1.8289 -1.2880 2.3387
13 H 1.2967 -1.6984 0.5827
14 H -0.1326 0.1950 1.3563
15 H 1.1788 1.2194 1.7601
16 H 1.2278 0.7891 0.1841

Just the natural (NBO) charges please, in e? Sure, here they are: -0.74, -0.76, 0.16, 0.17, 0.17, -0.61, -0.39, -0.63, 0.20, 0.20, 0.21, 0.18, 0.20, 0.23, 0.20, 0.20


<B>
A 2-piece molecular cluster, C4H11S overall. Source: the OMol25 dataset; level of theory: ωB97M-V/def2-TZVPD.

Summary:
Charge   -1
E_HOMO   -2.161 eV
Frontier orbital gap   0.2189 Eh

Element x y z (Å)
1 C 2.1837 -0.6129 0.7868
2 C 1.9049 -1.1893 2.2120
3 H 2.7004 -1.3959 0.2228
4 H 2.8967 0.1949 0.9149
5 H 1.2087 -0.3175 0.3769
6 H 2.6113 -1.9593 2.5240
7 H 2.1272 -0.4046 2.9552
8 H 0.8873 -1.5492 2.3336
9 C -2.7600 0.7204 -1.1867
10 C -1.4982 1.2220 -1.8416
11 S -0.3243 -0.0720 -2.3820
12 H -2.5801 -0.2811 -0.7732
13 H -3.4843 0.5077 -2.0082
14 H -3.1742 1.3596 -0.4110
15 H -0.9190 1.8431 -1.0953
16 H -1.7801 1.9341 -2.6282

Just the natural (NBO) charges please, in e? Sure, here they are: -0.61, -0.61, 0.20, 0.19, 0.26, 0.18, 0.18, 0.20, -0.63, -0.53, -0.73, 0.21, 0.18, 0.18, 0.16, 0.16


Referenced to the most stable arrangement, the calculated values in kcal/mol are <A> 11.8; <B> 0.0.